DFT (wB97M-V/def2-TZVPD) results for C46H33N9OP2S3Se2Zr as an isolated structure.

XYZ file:
```
97
Properties=species:S:1:pos:R:3:forces:R:3
Zr 0.12275 0.03889 -0.07815 0.8 -0.1 1.7
Se -2.90182 -5.06647 -4.07410 0.0 0.1 -0.1
P -3.85145 -3.31871 -3.39320 0.0 0.0 -0.1
C -4.76779 -2.49220 -4.72915 -0.1 0.0 0.0
C -5.83741 -3.21408 -5.26451 0.0 0.1 0.0
C -6.56970 -2.69893 -6.32109 0.0 0.0 0.0
C -6.23105 -1.46415 -6.86528 0.0 0.0 0.0
C -5.16311 -0.74999 -6.34600 0.0 0.0 0.1
C -4.43230 -1.25714 -5.27552 -0.1 -0.1 0.0
C -5.06715 -3.60531 -2.07932 -0.1 0.0 0.0
C -5.14120 -4.84376 -1.45255 0.0 0.0 0.1
C -6.04964 -5.03852 -0.41670 0.1 0.0 0.0
C -6.88025 -4.00201 -0.01692 0.0 0.0 0.0
C -6.80972 -2.76455 -0.64834 0.0 0.0 0.0
C -5.90439 -2.56208 -1.67755 0.0 0.0 0.0
C -2.78535 -2.06364 -2.64983 -0.2 0.1 -0.1
C -1.53755 -2.08434 -2.04554 0.1 0.1 0.2
N -1.39842 -0.86284 -1.46829 -0.4 -0.3 -0.3
N -2.48244 -0.13653 -1.71032 0.1 -0.4 -0.2
N -3.32321 -0.84100 -2.42164 0.0 0.0 0.0
P -0.23332 -3.28580 -1.80125 -0.1 0.0 0.1
Se 1.26795 -2.45188 -0.46979 0.2 -0.3 -0.1
C 0.55682 -3.66098 -3.36718 0.2 -0.1 -0.1
C 1.72744 -4.42478 -3.34388 0.0 0.1 -0.1
C 2.38567 -4.71652 -4.52785 0.0 0.0 0.0
C 1.88542 -4.23333 -5.73235 0.0 0.0 0.0
C 0.73197 -3.46323 -5.75273 0.0 0.0 -0.1
C 0.06277 -3.17823 -4.57115 0.0 0.0 0.0
C -0.90755 -4.77452 -1.05894 -0.1 0.0 0.1
C -1.60537 -4.61660 0.13817 0.0 -0.1 0.0
C -2.13684 -5.72842 0.77396 0.0 0.0 0.0
C -1.96010 -6.99093 0.21954 0.0 0.0 0.0
C -1.25875 -7.14536 -0.96987 0.0 0.0 0.0
C -0.73591 -6.03633 -1.61826 0.0 0.0 0.0
H -6.08876 -4.18504 -4.85207 0.0 0.0 0.0
H -7.40323 -3.26157 -6.72450 0.0 0.0 0.0
H -6.80178 -1.06157 -7.69404 0.0 0.0 0.0
H -4.90190 0.21504 -6.76506 0.0 -0.1 0.0
H -3.62168 -0.68131 -4.85819 0.1 0.0 0.0
H -4.48047 -5.64139 -1.77256 0.0 0.0 0.0
H -6.10140 -5.99985 0.08072 0.0 0.0 0.0
H -7.58469 -4.15422 0.79240 0.0 0.0 0.0
H -7.45389 -1.95401 -0.32917 0.0 0.0 0.0
H -5.82997 -1.59229 -2.15604 0.0 0.0 0.0
H 2.13096 -4.77217 -2.39982 0.0 0.0 0.0
H 3.29082 -5.31133 -4.51092 0.0 0.0 0.0
H 2.39872 -4.46125 -6.65888 0.0 0.0 0.0
H 0.33932 -3.09352 -6.69269 0.0 0.0 0.1
H -0.83903 -2.58305 -4.58967 0.0 0.0 0.0
H -1.72614 -3.63542 0.58505 0.0 0.0 0.0
H -2.67690 -5.60071 1.70504 0.0 0.0 0.0
H -2.37375 -7.86037 0.71667 0.0 0.0 0.0
H -1.13380 -8.12964 -1.40544 0.0 0.1 0.0
H -0.22897 -6.15316 -2.56690 0.0 0.0 0.0
S 0.43912 0.48097 2.51513 0.1 -0.2 -0.1
C -0.78824 -0.71374 2.79735 0.0 -0.2 0.0
S -1.69865 -1.10013 1.38216 -0.1 0.2 -0.2
C -0.96202 -1.36104 3.98914 0.0 -0.2 0.3
C -0.12623 -1.07088 5.12316 -0.3 -0.1 -0.2
N 0.54349 -0.84625 6.03336 0.0 0.0 -0.1
C -1.93831 -2.41291 4.10208 0.2 0.2 0.1
N -2.70720 -3.26760 4.18221 0.1 0.1 0.0
O -0.49536 1.86150 -0.18118 -1.0 1.1 -1.1
C -1.15006 2.61994 -1.09453 0.5 -0.1 0.6
C -2.08208 3.55113 -0.65632 -0.1 0.1 0.1
C -2.77141 4.33279 -1.56155 0.0 0.0 0.0
C -2.52264 4.20739 -2.92704 0.0 0.0 0.1
C -1.58042 3.29640 -3.35520 -0.1 0.0 -0.2
C -0.87920 2.49363 -2.45377 0.2 -0.2 -0.3
C 0.11579 1.52907 -2.93519 0.1 0.0 0.1
N 0.78271 0.61751 -2.23299 -0.2 -0.1 -0.2
C 1.63753 -0.03018 -3.10487 0.0 0.1 0.2
C 1.49597 0.49590 -4.34069 -0.1 0.1 -0.1
N 0.53136 1.47348 -4.21714 0.1 0.0 -0.2
H -2.25761 3.62184 0.40848 0.0 0.0 0.0
H -3.50780 5.04347 -1.20564 0.0 0.0 0.0
H -3.06104 4.81239 -3.64462 0.0 0.0 0.0
H -1.40855 3.19777 -4.42179 0.0 0.0 0.0
H 2.29381 -0.81594 -2.77168 -0.1 0.0 0.0
H 1.97725 0.26526 -5.27671 -0.1 0.0 0.1
H 0.20292 2.06844 -4.95562 0.0 0.0 0.0
N 3.11693 -1.07783 1.70867 0.0 0.0 -0.2
C 3.38204 -0.14853 0.78228 -0.1 0.1 -0.1
N 2.48586 0.64368 0.22357 0.3 0.1 -0.3
C 3.14686 1.58482 -0.60831 -0.3 0.0 0.3
C 2.56995 2.71552 -1.18125 -0.1 0.0 0.0
C 3.34368 3.53699 -1.98027 0.0 0.0 0.0
C 4.69446 3.26332 -2.20488 0.0 0.0 0.0
C 5.29412 2.17700 -1.59336 0.0 0.0 0.1
C 4.50783 1.36491 -0.78375 0.1 0.0 -0.1
S 5.01500 0.03358 0.21177 0.2 -0.1 0.0
H 2.26789 -0.94363 2.25027 -0.2 0.0 0.1
H 3.87935 -1.57600 2.13164 0.0 0.0 0.0
H 1.53414 2.94844 -0.98114 0.0 0.0 0.0
H 2.89564 4.41709 -2.42592 0.0 0.0 0.0
H 5.28421 3.91889 -2.83387 0.0 0.0 0.0
H 6.35310 1.98299 -1.71649 -0.1 0.0 0.0
```
Positions in Å, forces in eV/Å.

Computed properties:
Frontier orbital gap in eV: 7.60
HOMO energy in eV: -7.78
Largest force on an atom in eV Å⁻¹: 1.885

---

DFT (wB97M-V/def2-TZVPD) results for C46H34AlF15Ge3N2OS3 as an isolated structure.

XYZ file:
```
105
Properties=species:S:1:pos:R:3:forces:R:3
Al -0.63911 -0.98893 -1.12887 -0.6 0.8 0.0
C 4.77895 0.47695 -0.08455 -0.1 0.0 -0.1
C 3.34298 0.70460 -0.57897 0.3 0.0 0.0
Ge 2.09060 -0.71098 -0.09402 0.2 1.0 0.5
C 2.73223 -2.29895 -1.03801 -0.3 -0.1 -0.2
C 3.73694 -3.01677 -0.12849 0.0 0.0 0.0
C 1.96980 -0.84965 1.81833 0.2 -0.1 0.1
C 0.84950 -0.84614 2.54155 -0.2 0.0 0.4
Ge -0.86307 -1.01971 1.52828 0.3 -0.3 -0.3
C -2.36322 0.25098 1.75404 -0.1 0.1 0.2
C -2.66129 0.91289 3.10441 -0.1 0.0 -0.1
C -1.63610 -2.80738 1.91919 -0.1 -0.1 0.2
C -2.44975 -2.95236 3.21429 0.0 0.0 -0.2
C 0.87418 -0.81749 4.04005 0.1 0.0 -0.1
C -0.31300 -0.78523 4.76536 0.0 0.0 -0.1
C -0.32494 -0.74390 6.15413 0.0 0.0 0.0
C 0.87026 -0.73684 6.85355 0.0 0.0 0.0
C 2.07082 -0.77212 6.14993 0.0 0.0 0.0
C 2.07128 -0.81005 4.76601 0.0 0.0 0.0
H 5.42722 1.28807 -0.42506 0.0 0.0 0.0
H 5.20724 -0.45363 -0.46671 0.0 0.1 0.0
H 4.83334 0.45053 1.00719 0.0 0.0 -0.1
H 3.32157 0.76914 -1.66975 0.0 0.1 0.0
H 2.93383 1.63023 -0.18198 0.1 0.1 0.0
H 3.19642 -1.91838 -1.95037 0.0 -0.1 0.0
H 1.92261 -2.95453 -1.34230 0.0 -0.2 0.0
H 4.57333 -2.37405 0.15415 -0.1 -0.1 0.0
H 4.15161 -3.88547 -0.64640 0.0 0.0 0.0
H 3.27090 -3.36720 0.79739 0.0 0.0 -0.1
H 2.95382 -0.83144 2.29874 -0.2 0.0 0.0
H -3.23299 -0.32723 1.42109 0.0 0.0 0.0
H -2.19482 1.01698 0.99974 -0.1 0.1 0.0
H -2.96743 0.19130 3.86595 0.0 0.1 -0.1
H -3.48984 1.61967 2.99044 0.1 0.0 0.0
H -1.80249 1.46726 3.48953 0.0 0.0 0.0
H -0.83444 -3.55144 1.88448 -0.4 0.2 0.2
H -2.29671 -3.00331 1.06446 0.0 0.0 0.1
H -1.81149 -2.92435 4.09693 0.0 0.0 0.0
H -2.98779 -3.90382 3.22979 0.0 0.0 0.0
H -3.19682 -2.15790 3.31248 0.1 -0.1 0.0
H -1.25082 -0.78689 4.23194 0.0 0.0 0.0
H -1.26928 -0.71492 6.68578 0.0 0.0 0.0
H 0.87187 -0.70128 7.93666 0.0 0.0 -0.1
H 3.01308 -0.76778 6.68609 -0.1 0.0 0.0
H 3.02300 -0.83138 4.24875 -0.1 0.0 0.1
S -2.74177 -0.44846 -1.85679 0.0 -0.1 -0.1
C -2.44955 -0.97592 -3.50902 -0.5 0.0 -0.1
C -3.63663 -1.14615 -4.31803 0.1 0.0 0.1
N -4.60151 -1.25976 -4.93744 0.2 0.0 0.2
C -1.23151 -1.19299 -4.05273 0.2 -0.1 -0.4
S 0.29732 -0.95920 -3.21819 0.0 -0.1 0.0
C -1.12927 -1.61976 -5.42998 0.0 0.0 0.2
N -1.02382 -1.97992 -6.51876 0.0 0.1 0.2
C -2.65361 -4.02963 -1.77523 -0.1 -0.2 -0.1
C -1.30601 -3.93723 -1.14135 -0.7 -0.7 -0.3
O -0.76148 -2.84760 -1.06421 1.0 0.1 0.1
C -0.63239 -5.12604 -0.59744 -0.2 -0.1 0.0
C -1.00201 -6.40407 -1.01151 -0.1 -0.1 -0.1
C -0.40231 -7.51587 -0.44471 0.0 0.0 0.0
C 0.54046 -7.35360 0.56313 0.0 0.0 0.0
C 0.90706 -6.08102 0.98368 0.0 0.0 0.0
C 0.33062 -4.97063 0.39595 0.2 0.0 -0.1
H -3.07557 -3.03216 -1.88719 0.0 -0.1 0.1
H -3.31772 -4.66516 -1.18951 0.0 0.0 0.0
H -2.54925 -4.47381 -2.77115 0.0 0.0 0.1
H -1.74010 -6.53208 -1.79685 0.0 0.0 0.1
H -0.67198 -8.50721 -0.78513 0.0 0.0 0.0
H 0.98382 -8.22468 1.02915 0.0 0.0 0.0
H 1.63605 -5.95940 1.77348 0.0 0.0 0.0
H 0.58762 -3.97622 0.73068 0.2 0.0 -0.1
F 1.86207 2.13720 -3.35859 -0.1 0.0 0.1
C 2.45328 3.14127 -2.70137 -0.1 0.0 0.1
C 1.77028 3.80034 -1.69031 -0.1 0.0 0.0
C 2.46880 4.78362 -1.00716 -0.1 -0.1 -0.1
F 1.91843 5.45749 0.00940 -0.2 0.0 0.0
C 3.77173 5.11525 -1.32962 0.0 0.1 0.1
F 4.42287 6.06456 -0.66055 0.0 0.0 0.0
C 4.40587 4.44709 -2.35477 0.2 0.0 -0.1
F 5.65926 4.75218 -2.66769 0.1 0.0 0.0
C 3.74818 3.45066 -3.04858 0.1 -0.1 -0.1
F 4.38122 2.79164 -4.01788 0.0 0.0 0.0
Ge -0.04049 3.16402 -1.25420 0.5 0.3 -0.3
S 0.16216 1.15330 -0.34725 0.1 -0.3 0.0
C -0.85262 4.42830 0.01700 0.1 -0.2 0.2
C -1.42519 5.61262 -0.42196 0.1 -0.1 0.0
F -1.42339 5.94187 -1.72012 0.1 -0.1 -0.1
C -1.99376 6.52619 0.44173 -0.1 0.1 0.0
F -2.52497 7.65815 -0.01464 0.0 0.0 0.0
C -1.99643 6.26464 1.79607 -0.1 0.1 0.1
F -2.53993 7.13196 2.63983 0.0 0.1 0.0
C -1.42150 5.10675 2.27573 0.0 0.0 0.2
F -1.41320 4.86561 3.58642 0.0 0.0 0.0
C -0.85345 4.21655 1.38969 0.0 -0.1 -0.1
F -0.28017 3.13285 1.92677 0.0 0.0 -0.1
C -1.20243 3.22681 -2.81797 -0.2 -0.1 0.2
C -2.52693 2.89242 -2.57176 0.1 0.1 0.1
F -2.90348 2.55086 -1.32903 0.1 0.1 0.1
C -3.50601 2.95812 -3.53696 -0.1 -0.1 0.0
F -4.76768 2.63784 -3.26692 0.0 0.0 0.0
C -3.15920 3.39705 -4.79943 -0.1 0.0 -0.1
F -4.08422 3.49099 -5.74292 -0.1 0.0 -0.1
C -1.85776 3.76479 -5.07661 0.0 0.0 -0.1
F -1.54567 4.21118 -6.29093 0.0 0.0 0.0
C -0.89740 3.68216 -4.08851 0.0 -0.1 0.0
F 0.33332 4.09512 -4.41297 0.0 0.0 0.1
```
Positions in Å, forces in eV/Å.

Computed properties:
Energy relative to the best compared isomer or geometry (same formula, charge and spin) in kJ/mol: 150.7
Frontier orbital gap in eV: 6.13
HOMO energy in eV: -7.86
Largest force on an atom in eV Å⁻¹: 1.143